Molecular formula: C18H22ClN3O3S4
Method: DFT, ωB97M-V/def2-TZVPD

Cartesian coordinates (Å):
1 C -1.601 -0.882 2.595
2 H -1.995 -1.512 3.388
3 H -0.599 -0.569 2.884
4 H -1.536 -1.479 1.687
5 C -2.503 0.331 2.390
6 C -2.511 1.213 3.636
7 H -1.514 1.598 3.839
8 H -3.185 2.056 3.510
9 H -2.838 0.640 4.500
10 H -3.523 -0.022 2.209
11 C -2.049 1.168 1.181
12 N -2.126 0.441 -0.071
13 C -1.076 -0.069 -0.749
14 O -1.206 -0.747 -1.750
15 C 0.328 0.236 -0.241
16 H 1.033 -0.316 -0.860
17 H 0.468 -0.025 0.806
18 S 0.717 2.013 -0.460
19 C 2.435 1.919 -0.619
20 N 3.109 0.834 -0.534
21 N 4.430 1.028 -0.710
22 C 4.844 2.312 -0.900
23 S 6.366 2.874 -1.034
24 S 3.399 3.356 -0.911
25 C 5.250 -0.115 -0.625
26 C 6.412 -0.248 -1.375
27 C 7.174 -1.395 -1.262
28 C 6.770 -2.412 -0.410
29 C 5.599 -2.295 0.324
30 C 4.841 -1.147 0.216
31 H 3.927 -1.040 0.779
32 H 5.287 -3.094 0.977
33 Cl 7.725 -3.840 -0.269
34 H 8.079 -1.501 -1.838
35 H 6.725 0.535 -2.046
36 C -3.474 0.187 -0.571
37 C -3.862 -1.279 -0.651
38 H -3.986 -1.758 0.313
39 H -3.201 -1.845 -1.299
40 S -5.493 -1.114 -1.448
41 O -5.768 -2.199 -2.343
42 O -6.462 -0.839 -0.421
43 C -5.142 0.441 -2.353
44 C -3.708 0.760 -1.980
45 H -3.016 0.278 -2.671
46 H -3.515 1.834 -1.989
47 H -5.289 0.265 -3.413
48 H -5.851 1.176 -1.987
49 H -4.170 0.677 0.116
50 H -1.032 1.519 1.346
51 H -2.686 2.054 1.097

As for the SMILES: CC(C)CN(C(=O)CSc1nn(-c2ccc(Cl)cc2)c(=S)s1)[C@H]1CCS(=O)(=O)C1. The HOMO-LUMO gap is 8.31 eV. Its spin multiplicity is 1. The calculation puts the energy above the lowest of the compared OMol25 structures with the same formula, charge and spin at 13.99 kJ/mol. The total energy is -3142.0315 a.u.

***

Molecular formula: C2H3ClOS
Method: DFT, ωB97M-V/def2-TZVPD

Cartesian coordinates (Å):
1 C 0.374 0.097 -0.366
2 C -0.335 -0.906 0.518
3 H 0.805 2.582 -0.635
4 H 0.111 -1.029 1.492
5 H -1.177 -0.287 0.390
6 O 0.718 0.053 -1.499
7 S 0.380 1.771 0.357
8 Cl -0.876 -2.281 -0.257

As for the SMILES: O=C(S)CCl. The HOMO-LUMO gap is 10.61 eV. Its spin multiplicity is 1. The calculation puts the energy above the lowest of the compared OMol25 structures with the same formula, charge and spin at 91.28 kJ/mol. The total energy is -1011.5858 a.u.

***

Molecular formula: C9H14
Method: DFT, ωB97M-V/def2-TZVPD

Cartesian coordinates (Å):
1 C 0.639 3.058 1.322
2 C -0.720 3.535 0.871
3 H 0.794 2.719 2.356
4 H 0.961 2.187 0.736
5 H 1.403 3.848 1.259
6 H -0.997 3.136 -0.102
7 H -1.402 3.401 1.703
8 H -0.777 4.629 0.644
9 C -2.293 -0.958 -0.841
10 C 0.900 -2.226 0.651
11 C -0.409 -2.194 0.130
12 C 1.789 -1.301 0.117
13 C -0.808 -1.112 -0.612
14 C 1.403 -0.367 -0.836
15 C 0.083 -0.210 -1.243
16 H 1.090 -3.054 1.321
17 H -1.110 -2.986 0.356
18 H 2.810 -1.502 0.443
19 H 2.152 0.270 -1.271
20 H -2.875 -1.882 -0.951
21 H -2.540 -0.466 -1.783
22 H -0.220 0.649 -1.831
23 H -2.754 -0.419 -0.015

As for the SMILES: Cc1ccccc1.CC. The HOMO-LUMO gap is 10.02 eV. Its spin multiplicity is 1. The calculation puts the energy above the lowest of the compared OMol25 structures with the same formula, charge and spin at 91.14 kJ/mol. The total energy is -351.2955 a.u.

***

Molecular formula: C70H67B3BrCl2IN3O10PS
Method: DFT, ωB97M-V/def2-TZVPD

Cartesian coordinates (Å):
1 C 10.009 3.247 6.748
2 C 8.839 2.265 6.967
3 O 8.694 1.381 5.838
4 B 7.654 0.489 6.082
5 O 7.805 -0.412 7.128
6 C 6.398 0.580 5.132
7 C 5.978 1.858 4.788
8 C 4.925 1.999 3.930
9 C 4.223 0.954 3.368
10 C 4.615 -0.342 3.736
11 C 3.878 -1.555 3.182
12 C 2.983 -2.154 4.280
13 C 2.327 -3.497 3.845
14 I 3.039 -5.167 5.002
15 C 5.690 -0.511 4.608
16 B 6.125 -2.009 4.988
17 N 6.830 -2.948 4.119
18 O 5.772 -2.475 6.232
19 N 3.141 1.103 2.425
20 P 3.966 1.467 0.855
21 C 5.312 0.238 0.558
22 C 2.757 1.288 -0.528
23 C 2.304 2.261 2.656
24 C 0.949 2.168 2.338
25 C 0.421 0.846 1.800
26 C -0.318 -0.037 2.846
27 C -0.109 -1.527 2.542
28 Br 0.117 0.400 4.706
29 C 0.104 3.259 2.489
30 C -1.356 3.052 2.079
31 C 0.572 4.481 2.970
32 C -0.391 5.648 3.143
33 Cl 0.040 7.081 2.158
34 C -0.670 5.993 4.658
35 C -2.203 5.989 4.867
36 Cl -0.029 7.578 5.168
37 C 1.922 4.562 3.308
38 B 2.668 5.848 3.916
39 O 2.645 5.939 5.290
40 N 3.351 6.817 3.085
41 C 4.765 7.028 3.487
42 C 3.370 6.429 1.652
43 C 2.747 3.479 3.131
44 S 4.472 3.680 3.525
45 H 9.604 4.253 6.597
46 H 10.596 2.948 5.876
47 H 10.657 3.298 7.628
48 H 9.032 1.725 7.901
49 H 7.899 2.828 7.070
50 H 7.054 -0.318 7.729
51 H 6.507 2.711 5.205
52 H 4.633 -2.260 2.813
53 H 3.241 -1.275 2.337
54 H 3.515 -2.336 5.217
55 H 2.198 -1.425 4.508
56 H 2.489 -3.641 2.775
57 H 1.257 -3.461 4.044
58 H 7.834 -2.820 4.110
59 H 6.457 -2.995 3.180
60 H 5.615 -1.723 6.813
61 H 5.097 -0.766 0.944
62 H 5.436 0.162 -0.530
63 H 6.259 0.580 0.978
64 H 2.111 2.171 -0.545
65 H 3.335 1.296 -1.461
66 H 2.171 0.361 -0.533
67 H -0.279 1.103 0.994
68 H 1.214 0.251 1.352
69 H -1.393 0.138 2.750
70 H -0.802 -1.834 1.751
71 H 0.931 -1.752 2.293
72 H -0.384 -2.103 3.433
73 H -1.657 2.055 2.410
74 H -2.047 3.741 2.565
75 H -1.494 3.062 0.991
76 H -1.353 5.320 2.759
77 H -0.286 5.178 5.278
78 H -2.484 6.442 5.818
79 H -2.635 6.531 4.015
80 H -2.569 4.958 4.768
81 H 3.456 6.326 5.642
82 H 5.068 6.460 4.377
83 H 5.469 6.778 2.689
84 H 4.901 8.091 3.738
85 H 2.380 6.221 1.252
86 H 3.752 7.300 1.095
87 H 4.086 5.620 1.442
88 C -2.254 1.758 -4.451
89 C -1.493 1.596 -3.297
90 C -0.529 0.604 -3.236
91 C -0.329 -0.239 -4.321
92 C -1.108 -0.092 -5.470
93 C -2.063 0.916 -5.534
94 C -0.939 -1.017 -6.623
95 O -1.611 -0.892 -7.627
96 C 0.066 -2.107 -6.519
97 C 0.196 -3.014 -7.564
98 C 1.137 -4.027 -7.486
99 C 1.958 -4.133 -6.368
100 C 1.829 -3.235 -5.321
101 C 0.877 -2.225 -5.388
102 C 0.724 -1.289 -4.243
103 O 1.436 -1.379 -3.263
104 H -3.001 2.540 -4.501
105 H -1.651 2.248 -2.448
106 H 0.067 0.482 -2.341
107 H -2.658 1.038 -6.429
108 H -0.441 -2.931 -8.436
109 H 1.234 -4.736 -8.298
110 H 2.698 -4.922 -6.312
111 H 2.464 -3.321 -4.450
112 C -3.852 -0.253 5.558
113 C -3.935 0.532 4.411
114 C -4.726 0.127 3.349
115 C -5.430 -1.068 3.422
116 C -5.329 -1.866 4.563
117 C -4.546 -1.449 5.634
118 C -6.037 -3.174 4.641
119 O -5.953 -3.867 5.634
120 C -6.843 -3.616 3.470
121 C -7.466 -4.857 3.500
122 C -8.230 -5.275 2.423
123 C -8.382 -4.450 1.313
124 C -7.759 -3.214 1.275
125 C -6.981 -2.796 2.348
126 C -6.289 -1.480 2.278
127 O -6.418 -0.760 1.309
128 H -3.239 0.068 6.391
129 H -3.381 1.461 4.349
130 H -4.795 0.740 2.459
131 H -4.478 -2.061 6.523
132 H -7.351 -5.498 4.364
133 H -8.710 -6.244 2.446
134 H -8.985 -4.775 0.475
135 H -7.873 -2.574 0.410
136 C -4.872 -6.766 -12.380
137 C -6.241 -6.649 -12.604
138 C -6.911 -5.497 -12.227
139 C -6.218 -4.460 -11.614
140 C -4.849 -4.587 -11.368
141 C -4.179 -5.738 -11.763
142 C -4.098 -3.507 -10.669
143 O -2.907 -3.617 -10.460
144 C -4.844 -2.297 -10.227
145 C -4.173 -1.304 -9.524
146 C -4.850 -0.168 -9.118
147 C -6.200 -0.013 -9.419
148 C -6.875 -1.002 -10.116
149 C -6.203 -2.151 -10.514
150 C -6.949 -3.221 -11.230
151 O -8.127 -3.090 -11.492
152 H -4.349 -7.663 -12.683
153 H -6.783 -7.459 -13.075
154 H -7.973 -5.404 -12.406
155 H -3.116 -5.830 -11.585
156 H -3.124 -1.418 -9.290
157 H -4.326 0.602 -8.566
158 H -6.726 0.880 -9.107
159 H -7.925 -0.884 -10.346

As for the SMILES: CCOB(O)c1cc2c(c(CCCI)c1B(N)O)N(P(C)C)c1c(C[C@@H](C)Br)c(C)c([C@H](Cl)[C@H](C)Cl)c(B(O)N(C)C)c1S2.O=C1c2ccccc2C(=O)c2ccccc21.O=C1c2ccccc2C(=O)c2ccccc21.O=C1c2ccccc2C(=O)c2ccccc21. The HOMO-LUMO gap is 6.33 eV. Its spin multiplicity is 1. The total energy is -8230.8226 a.u.